{
  "formula": "C10H13NO",
  "method": "ωB97M-V with the def2-TZVPD basis set",
  "homo_ev": -8.52,
  "orbital_gap_ha": 0.3425,
  "de_lowest_kcal_mol": 39.3,
  "symbols": ["C", "C", "C", "C", "C", "C", "C", "C", "C", "C", "H", "H", "H", "H", "H", "H", "H", "H", "H", "H", "H", "H", "H", "N", "O"],
  "coordinates": [[-3.138, -0.376, 0.237], [-1.792, 0.224, 0.003], [-1.692, 1.624, -0.143], [-0.363, 2.334, 0.015], [0.770, 1.723, -0.141], [0.705, 0.264, -0.175], [1.880, -0.722, -0.295], [1.209, -1.951, 0.103], [-0.199, -1.820, -0.418], [-0.543, -0.381, -0.112], [-3.837, 0.167, -0.319], [-3.418, -0.601, 1.352], [-2.991, -1.393, -0.136], [-2.508, 2.277, 0.121], [-0.397, 3.487, 0.089], [1.800, 3.239, 0.172], [2.161, -0.899, -1.453], [2.600, -0.225, 1.358], [3.149, 0.614, 0.166], [1.657, -2.855, -0.262], [1.165, -2.219, 1.167], [-0.872, -2.627, -0.013], [-0.335, -1.961, -1.555], [3.029, -0.309, 0.450], [1.962, 2.387, -0.211]],
  "atomic_forces_ev_per_a": [[1.740, -2.747, 1.885], [0.549, 3.647, -0.196], [2.859, 0.645, 2.753], [-6.514, 2.627, -0.982], [2.610, -4.164, -0.113], [-0.567, 1.759, -0.448], [-0.404, 1.157, -3.302], [-0.559, -2.970, 0.438], [-2.107, -1.411, -0.737], [1.813, -0.918, -0.460], [-1.453, 0.543, -0.458], [0.494, 1.102, -1.904], [-0.853, -0.116, -0.349], [-0.553, -0.058, -0.445], [-0.007, -1.914, -0.151], [0.145, 0.884, 0.148], [-0.465, 0.735, 2.264], [0.554, 0.118, 0.887], [0.940, 2.020, -0.404], [0.566, -0.400, -0.673], [0.009, 0.977, 0.229], [0.471, 0.922, -0.031], [0.692, 0.214, 1.426], [-0.297, -1.809, 0.643], [0.339, -0.844, -0.018]]
}



{
  "formula": "C2HClO2",
  "method": "ωB97M-V with the def2-TZVPD basis set",
  "homo_ev": [-9.35, -9.37],
  "orbital_gap_ha": [0.2970, 0.2757],
  "de_lowest_kcal_mol": 162.2,
  "symbols": ["C", "C", "O", "O", "Cl", "H"],
  "coordinates": [[0.402, 0.280, -0.008], [-0.904, 0.022, 0.353], [1.336, -0.643, -0.032], [0.830, -1.900, -0.119], [-2.211, 0.840, -0.108], [0.547, 1.401, -0.085]],
  "atomic_forces_ev_per_a": [[-4.206, 1.810, 0.729], [3.260, -0.978, -0.414], [0.993, -1.552, 0.162], [0.382, 1.398, -0.008], [-1.511, 0.926, -0.202], [1.082, -1.605, -0.268]]
}



{
  "formula": "C4H8O2",
  "method": "ωB97M-V with the def2-TZVPD basis set",
  "homo_ev": -9.04,
  "orbital_gap_ha": 0.3700,
  "de_lowest_kcal_mol": 89.9,
  "symbols": ["C", "C", "O", "C", "C", "O", "H", "H", "H", "H", "H", "H", "H", "H"],
  "coordinates": [[-1.097, -1.425, 0.472], [-1.023, 0.049, 0.769], [0.121, 0.521, 1.441], [0.042, 0.988, 0.125], [0.950, 0.544, -0.957], [2.280, 0.844, -0.609], [-0.096, -1.847, 0.314], [-1.700, -1.544, -0.430], [-1.580, -2.031, 1.255], [-1.622, 0.794, 0.260], [-0.170, 2.073, 0.140], [0.709, 1.103, -1.872], [0.793, -0.522, -1.174], [2.393, 0.451, 0.267]],
  "atomic_forces_ev_per_a": [[0.007, 0.157, -0.223], [0.896, 0.274, -1.892], [-0.095, 0.296, 0.599], [0.753, -0.124, -0.199], [0.050, -0.211, -0.052], [0.570, -0.256, 0.075], [-0.208, 0.063, -0.043], [0.084, -0.197, -0.064], [0.123, 0.523, -0.059], [-2.589, -0.084, 2.001], [-0.178, -0.559, -0.287], [0.066, -0.122, 0.258], [0.248, 0.081, 0.012], [0.274, 0.158, -0.126]]
}



{
  "formula": "C21H50Cl10O8",
  "method": "ωB97M-V with the def2-TZVPD basis set",
  "homo_ev": -9.48,
  "orbital_gap_ha": 0.3666,
  "de_lowest_kcal_mol": 9.7,
  "symbols": ["C", "O", "C", "C", "O", "C", "H", "H", "H", "H", "H", "H", "H", "H", "H", "H", "C", "O", "C", "C", "O", "C", "H", "H", "H", "H", "H", "H", "H", "H", "H", "H", "C", "O", "C", "C", "O", "C", "H", "H", "H", "H", "H", "H", "H", "H", "H", "H", "C", "O", "C", "C", "O", "C", "H", "H", "H", "H", "H", "H", "H", "H", "H", "H", "C", "Cl", "Cl", "H", "H", "C", "Cl", "Cl", "H", "H", "C", "Cl", "Cl", "H", "H", "C", "Cl", "Cl", "H", "H", "C", "Cl", "Cl", "H", "H"],
  "coordinates": [[-5.525, -3.153, 1.934], [-4.566, -4.042, 1.370], [-3.255, -3.468, 1.678], [-2.181, -4.200, 0.837], [-2.316, -4.069, -0.547], [-1.580, -2.934, -1.113], [-5.278, -2.967, 3.023], [-6.507, -3.670, 1.854], [-5.484, -2.200, 1.426], [-3.045, -3.479, 2.788], [-3.185, -2.407, 1.382], [-2.251, -5.231, 1.155], [-1.206, -3.844, 1.220], [-1.968, -2.008, -0.679], [-1.864, -2.843, -2.138], [-0.526, -2.907, -1.027], [-4.413, 0.052, 3.647], [-3.160, -0.354, 3.194], [-2.644, 0.457, 2.170], [-1.322, -0.083, 1.800], [-0.396, 0.429, 2.731], [0.900, 0.343, 2.185], [-4.488, 1.148, 3.772], [-4.675, -0.512, 4.514], [-5.210, -0.171, 2.894], [-2.552, 1.498, 2.454], [-3.267, 0.441, 1.292], [-1.032, 0.295, 0.788], [-1.378, -1.145, 1.703], [0.948, 0.893, 1.235], [1.368, -0.600, 1.927], [1.559, 0.928, 2.851], [-1.025, 4.246, 1.608], [-1.224, 3.422, 0.502], [-2.582, 3.452, 0.058], [-2.653, 2.788, -1.350], [-1.792, 3.351, -2.247], [-2.191, 4.422, -3.083], [-1.415, 3.757, 2.440], [-1.472, 5.309, 1.437], [0.018, 4.459, 1.760], [-2.877, 4.469, -0.062], [-3.255, 2.923, 0.730], [-3.715, 2.774, -1.707], [-2.307, 1.772, -1.222], [-2.290, 4.088, -4.135], [-1.535, 5.258, -3.020], [-3.176, 4.787, -2.745], [1.976, -2.041, -0.837], [1.310, -0.770, -0.516], [0.918, -0.058, -1.701], [0.838, 1.330, -1.356], [2.134, 1.950, -1.117], [2.076, 3.363, -0.975], [2.517, -2.283, 0.035], [2.766, -1.896, -1.598], [1.236, -2.850, -1.116], [0.010, -0.391, -2.212], [1.726, -0.185, -2.445], [0.147, 1.625, -0.543], [0.381, 1.833, -2.251], [1.928, 3.831, -1.969], [3.056, 3.611, -0.537], [1.333, 3.711, -0.263], [2.145, -6.532, -1.176], [0.906, -6.017, -2.309], [2.184, -5.571, 0.370], [1.926, -7.535, -0.913], [3.124, -6.391, -1.660], [5.808, 3.052, -3.072], [6.499, 4.645, -3.014], [4.331, 3.055, -4.116], [6.451, 2.449, -3.710], [5.443, 2.632, -2.128], [4.758, 0.782, 0.774], [5.825, 0.100, -0.445], [4.969, 2.528, 1.194], [3.780, 0.770, 0.302], [4.828, 0.204, 1.664], [3.524, 1.231, 5.200], [3.293, -0.438, 4.630], [5.164, 1.747, 4.983], [2.892, 1.904, 4.658], [3.324, 1.254, 6.276], [1.538, -3.235, -6.012], [2.039, -2.015, -4.777], [2.799, -4.464, -6.029], [0.631, -3.711, -5.639], [1.455, -2.699, -6.933]],
  "atomic_forces_ev_per_a": [[-0.051, -1.219, 0.981], [1.401, 1.393, 0.897], [-0.035, -0.320, -0.936], [-0.102, 0.500, 1.912], [1.163, 0.907, -0.807], [-2.596, -0.017, 0.959], [-0.410, -0.187, -0.920], [0.539, 0.658, 0.025], [-0.312, 0.368, -0.259], [-0.147, -0.315, -1.019], [-0.601, -0.123, 0.090], [0.038, -0.608, -0.530], [-0.116, -0.021, -0.349], [0.100, 0.087, 0.325], [-0.108, -0.431, -0.823], [0.965, -0.684, 0.436], [-1.098, 0.565, -1.524], [0.101, 0.090, 0.303], [-0.335, -0.453, -0.005], [0.560, 1.776, -0.982], [0.560, -1.299, -0.318], [1.143, 2.265, -0.024], [0.248, -0.329, 0.477], [0.027, -0.099, 0.828], [0.440, -0.007, 0.201], [0.049, 0.369, 0.419], [-0.784, -0.180, -0.561], [-0.270, -0.151, 0.490], [0.320, -1.034, 0.360], [-0.222, -0.028, 0.113], [-0.526, -0.711, 0.569], [-0.223, -0.575, -0.058], [-0.243, 2.550, -1.422], [-0.505, -0.230, -0.833], [0.840, -0.883, -1.301], [-1.016, 0.035, 1.470], [1.532, 0.654, -1.331], [-1.787, -0.727, 0.171], [-0.830, -0.382, 1.907], [0.280, -1.735, 0.412], [0.632, -0.381, -0.076], [-0.444, 1.042, 0.169], [-0.091, 0.019, 0.258], [0.598, 0.027, 0.263], [-0.106, -0.546, -0.016], [0.155, 0.100, 0.508], [0.867, 0.430, 0.107], [0.115, -0.037, -0.253], [-1.072, 1.052, -0.672], [0.206, -1.746, -1.390], [1.781, -1.818, 0.194], [-0.586, 4.305, -0.745], [-0.924, -0.998, 0.204], [0.800, -0.316, -0.249], [0.299, -0.658, 1.230], [-0.667, -0.019, -0.096], [1.116, 0.901, 0.182], [-0.297, -0.320, 0.473], [-0.195, 0.105, 0.094], [0.338, -0.529, -0.127], [0.336, -0.117, 0.485], [0.059, -0.009, 0.515], [-0.299, 0.258, -0.480], [-0.451, -0.165, -0.018], [0.742, 1.244, 0.157], [-0.161, 0.245, 0.034], [-0.135, -0.412, -0.808], [0.045, -0.799, 0.262], [-0.520, -0.219, 0.353], [-1.033, -0.595, -1.352], [0.176, 0.388, 0.518], [-0.253, 0.133, 0.103], [0.269, -0.249, 0.928], [0.778, 0.297, -0.145], [-0.950, 0.910, -0.771], [0.481, 0.239, -0.007], [0.436, -0.670, -0.200], [-0.189, -0.201, 0.312], [0.071, -0.281, 0.636], [-0.118, -0.548, 0.808], [-0.064, 0.138, 0.073], [0.872, 0.311, -0.166], [-0.437, 0.100, -0.269], [-0.160, -0.061, -0.407], [0.490, 0.061, 1.684], [-0.429, 0.002, -0.242], [-0.023, -0.248, -0.510], [0.041, 0.264, -0.348], [-0.089, -0.099, -0.547]]
}



{
  "formula": "C22H32ClFO8Si",
  "method": "ωB97M-V with the def2-TZVPD basis set",
  "homo_ev": -8.27,
  "orbital_gap_ha": 0.3229,
  "symbols": ["C", "C", "C", "F", "Si", "C", "O", "C", "C", "C", "C", "C", "C", "C", "C", "C", "C", "C", "C", "O", "Cl", "H", "H", "H", "H", "H", "H", "H", "H", "H", "H", "H", "H", "H", "H", "H", "H", "H", "H", "H", "H", "H", "H", "H", "H", "C", "C", "O", "C", "O", "O", "H", "H", "H", "H", "C", "C", "O", "C", "O", "O", "H", "H", "H", "H"],
  "coordinates": [[2.393, 4.037, 3.095], [1.264, 4.751, 2.326], [1.207, 4.301, 0.878], [0.570, 5.275, 0.094], [0.394, 2.601, 0.540], [1.692, 1.569, -0.368], [1.401, 0.180, -0.300], [2.388, -0.705, -0.661], [3.195, -0.450, -1.769], [4.123, -1.392, -2.231], [4.993, -1.085, -3.417], [4.197, -2.613, -1.561], [3.368, -2.864, -0.465], [2.458, -1.922, 0.023], [1.553, -2.302, 1.172], [1.427, -1.242, 2.281], [0.179, -2.732, 0.609], [-0.224, 1.753, 2.117], [-1.453, 2.280, 2.793], [-1.949, 1.840, 3.763], [-2.254, 3.684, 2.002], [2.004, 3.413, 3.896], [3.070, 4.758, 3.544], [2.992, 3.406, 2.437], [0.316, 4.610, 2.840], [1.443, 5.826, 2.316], [2.241, 4.241, 0.525], [-0.758, 2.785, -0.363], [2.690, 1.769, 0.037], [1.678, 1.919, -1.405], [3.085, 0.479, -2.312], [4.413, -0.631, -4.219], [5.778, -0.377, -3.147], [5.476, -1.983, -3.792], [4.897, -3.370, -1.889], [3.438, -3.822, 0.035], [2.016, -3.171, 1.637], [2.088, -0.393, 2.113], [1.691, -1.670, 3.246], [0.406, -0.880, 2.358], [0.227, -2.897, -0.459], [-0.179, -3.648, 1.080], [-0.563, -1.955, 0.788], [0.542, 1.776, 2.895], [-0.445, 0.704, 1.925], [-3.827, -3.710, -1.804], [-4.070, -3.084, -3.166], [-2.976, -2.172, -3.275], [-1.978, -2.588, -2.467], [-0.886, -2.124, -2.447], [-2.405, -3.601, -1.673], [-4.123, -4.753, -1.739], [-4.297, -3.145, -0.998], [-4.000, -3.813, -3.976], [-5.009, -2.543, -3.242], [-4.819, 0.579, 0.941], [-4.296, 1.511, -0.137], [-3.945, 0.593, -1.180], [-4.663, -0.542, -1.020], [-4.723, -1.429, -1.805], [-5.305, -0.527, 0.174], [-5.623, 1.001, 1.536], [-4.027, 0.224, 1.604], [-5.067, 2.189, -0.508], [-3.429, 2.083, 0.175]],
  "atomic_forces_ev_per_a": [[-0.175, 0.078, -0.041], [0.230, 0.087, 0.134], [-0.023, -0.239, 0.079], [-0.089, 0.018, 0.017], [-0.212, -0.044, -0.269], [0.005, -0.161, 0.134], [-0.228, -0.024, 0.538], [0.013, -0.048, -0.667], [0.262, -0.341, 0.131], [-0.358, -0.059, 0.418], [0.017, 0.070, 0.139], [-0.335, 0.293, 0.223], [0.192, 0.438, -0.205], [0.434, -0.176, -0.138], [-0.217, 0.090, -0.148], [0.171, -0.174, 0.074], [0.070, -0.006, 0.296], [0.020, 0.473, -0.093], [0.063, 0.001, -0.337], [-0.250, -0.229, 0.571], [-0.007, 0.260, -0.058], [0.024, -0.084, 0.050], [0.068, 0.012, 0.054], [0.044, -0.086, -0.017], [-0.161, 0.005, -0.058], [0.019, 0.059, -0.027], [0.037, 0.122, -0.156], [0.011, -0.003, -0.014], [0.104, -0.006, -0.023], [0.117, 0.089, -0.094], [-0.020, 0.066, 0.019], [-0.034, -0.023, -0.095], [0.051, 0.038, 0.015], [-0.001, -0.067, -0.076], [0.017, -0.038, -0.039], [-0.019, -0.039, 0.044], [0.054, -0.152, -0.113], [0.014, 0.078, -0.009], [-0.012, -0.002, 0.095], [0.057, -0.046, 0.036], [-0.051, -0.084, -0.155], [-0.045, -0.016, 0.080], [-0.091, 0.060, -0.105], [0.121, -0.203, 0.007], [0.114, 0.006, -0.106], [-0.205, -0.572, 0.091], [-0.089, -0.853, -0.691], [0.576, -0.381, -0.459], [-0.665, -0.071, -0.171], [0.394, 0.119, -0.002], [0.251, 0.079, 0.047], [0.188, -0.135, -0.105], [0.150, -0.517, -0.192], [0.215, -0.114, -0.005], [0.323, -0.524, -0.339], [0.110, 0.141, 0.108], [-0.086, 0.006, 0.147], [-0.083, -0.245, -0.102], [0.001, 0.979, 0.573], [-1.116, 2.448, 1.408], [0.020, -0.194, -0.161], [-0.074, -0.066, -0.063], [-0.002, 0.002, -0.014], [0.005, -0.025, -0.026], [0.085, -0.069, -0.157]]
}